Record 1
The following is a quantum chemistry calculation of a molecular structure, C30H44N4OP2SiV in a non-equilibrium geometry, from the Open Molecules 2025 dataset.

Geometry (Å):
V1 0.065 -0.022 0.008
C1 0.133 1.485 -8.512
C2 1.242 1.317 -7.790
C3 2.322 2.333 -7.569
C4 1.898 3.824 -7.596
C5 0.735 4.174 -6.704
C6 -0.558 4.121 -7.035
C7 -1.111 3.746 -8.385
C8 -0.292 2.734 -9.232
C9 -1.306 1.130 1.307
H1 -0.545 0.635 -8.677
H2 1.471 0.325 -7.383
H3 3.122 2.207 -8.319
H4 2.785 2.131 -6.591
H5 2.761 4.388 -7.208
H6 1.753 4.153 -8.633
H7 1.030 4.556 -5.718
H8 -1.319 4.456 -6.321
H9 -1.254 4.647 -9.009
H10 -2.113 3.320 -8.229
H11 -0.969 2.407 -10.037
H12 0.544 3.251 -9.723
H13 -1.810 0.142 1.285
H14 -2.019 1.909 1.015
H15 -0.954 1.319 2.328
P1 0.431 2.120 -0.640
P2 1.299 -0.517 -1.875
N1 -0.906 3.203 -1.096
N2 1.321 3.195 0.476
N3 0.432 -0.945 -3.357
N4 2.520 -1.798 -1.963
C10 1.430 2.253 -2.169
C11 2.224 0.966 -2.438
C12 -2.235 2.793 -1.151
C13 -3.013 3.858 -1.590
C14 -2.128 4.956 -1.846
C15 -0.838 4.519 -1.547
C16 0.878 3.501 1.764
C17 1.872 4.225 2.417
C18 2.974 4.354 1.512
C19 2.615 3.694 0.339
C20 -0.887 -1.401 -3.360
C21 -1.367 -1.353 -4.667
C22 -0.313 -0.847 -5.495
C23 0.784 -0.636 -4.667
C24 3.089 -2.401 -3.084
C25 4.014 -3.354 -2.656
C26 4.028 -3.317 -1.224
C27 3.121 -2.341 -0.826
H16 2.088 3.126 -2.111
H17 0.707 2.440 -2.977
H18 2.497 0.879 -3.494
H19 3.160 0.948 -1.862
H20 -2.510 1.794 -0.848
H21 -4.087 3.846 -1.703
H22 -2.408 5.940 -2.195
H23 0.113 5.030 -1.623
H24 -0.082 3.148 2.108
H25 1.810 4.614 3.424
H26 3.910 4.861 1.697
H27 3.177 3.532 -0.567
H28 -1.352 -1.733 -2.443
H29 -2.354 -1.634 -5.006
H30 -0.345 -0.632 -6.556
H31 1.785 -0.302 -4.908
H32 2.790 -2.111 -4.081
H33 4.601 -3.994 -3.297
H34 4.621 -3.935 -0.565
H35 2.856 -1.974 0.159
C28 0.408 -3.674 1.653
Si1 0.987 -2.055 2.452
C29 -0.205 -1.669 3.859
C30 2.694 -2.433 3.188
O1 1.125 -0.865 1.390
H36 0.462 -4.494 2.385
H37 1.026 -3.933 0.782
H38 -0.633 -3.574 1.310
H39 -0.253 -2.507 4.569
H40 0.104 -0.774 4.414
H41 -1.217 -1.483 3.476
H42 3.423 -2.718 2.418
H43 3.095 -1.560 3.720
H44 2.604 -3.263 3.903

Summary:
* gap between HOMO and LUMO (spin up / spin down): 7.404 / 7.602 eV
* E: -3379.9623 hartree
* maximum force: 3.363 eV Å⁻¹
* molar mass: 617.7 Da
* 2S+1: 4
* highest occupied orbital energy (spin up / spin down): -7.6272 / -8.4325 eV



Record 2
The following is a quantum chemistry calculation of a molecular structure, C30H45B2KN11O7P2, from the Open Molecules 2025 dataset.

Geometry (Å):
K1 0.004 0.208 0.936
O1 1.290 -2.881 2.047
C1 2.166 -1.804 1.932
O2 1.879 -0.688 2.478
C2 3.333 -2.069 1.154
O3 3.278 -1.598 -0.399
C3 4.566 -1.664 -0.934
C4 4.509 -1.178 -2.365
O4 4.825 -1.795 -3.349
O5 4.059 0.117 -2.417
H1 0.395 -2.560 2.234
H2 3.565 -3.130 1.051
H3 4.191 -1.480 1.497
H4 4.989 -2.678 -0.943
H5 5.278 -1.006 -0.397
C5 -0.594 -3.801 -1.935
C6 -0.280 -4.302 -0.656
N1 -1.149 -3.888 0.252
N2 -2.023 -3.099 -0.411
C7 -1.720 -3.040 -1.725
B1 -3.226 -2.486 0.311
N3 -2.917 -2.359 1.821
C8 -3.571 -2.892 2.871
C9 -2.971 -2.434 4.025
C10 -1.937 -1.602 3.562
N4 -1.916 -1.562 2.237
N5 -3.517 -1.093 -0.281
C11 -4.646 -0.349 -0.230
C12 -4.335 0.930 -0.632
C13 -2.958 0.878 -0.903
N6 -2.467 -0.334 -0.690
N7 -4.424 -3.478 0.167
C14 -4.274 -4.821 0.163
C15 -5.529 -5.388 0.140
C16 -6.398 -4.284 0.135
N8 -5.729 -3.140 0.157
H6 -0.055 -3.936 -2.859
H7 0.555 -4.912 -0.348
H8 -2.308 -2.435 -2.397
H9 -4.413 -3.550 2.721
H10 -3.242 -2.667 5.041
H11 -1.204 -1.033 4.115
H12 -5.573 -0.797 0.083
H13 -4.997 1.777 -0.696
H14 -2.304 1.683 -1.208
H15 -3.286 -5.256 0.180
H16 -5.773 -6.438 0.124
H17 -7.478 -4.267 0.113
C17 1.058 0.579 5.461
P1 0.572 1.579 3.996
C18 -0.157 3.046 4.841
C19 2.249 2.258 3.623
C20 2.321 3.195 2.417
P2 2.261 2.365 0.765
C21 4.014 1.840 0.622
C22 2.294 3.884 -0.269
H18 0.165 0.244 5.993
H19 1.695 1.132 6.159
H20 1.590 -0.299 5.088
H21 0.515 3.481 5.589
H22 -1.088 2.751 5.331
H23 -0.409 3.806 4.098
H24 2.888 1.383 3.473
H25 2.601 2.784 4.519
H26 3.257 3.766 2.452
H27 1.507 3.927 2.433
H28 4.712 2.646 0.872
H29 4.198 1.499 -0.397
H30 4.177 0.988 1.287
H31 3.119 4.549 0.008
H32 1.354 4.425 -0.150
H33 2.412 3.602 -1.318
N9 -0.932 2.757 1.125
C23 -1.022 3.920 1.090
N10 -0.952 5.235 1.087
C24 -2.069 5.891 0.800
N11 -2.993 6.557 0.561
C25 1.866 2.384 -5.369
C26 1.389 1.849 -4.026
C27 0.370 2.783 -3.399
O6 2.551 1.794 -3.161
B2 2.981 0.491 -3.181
O7 2.199 -0.354 -3.915
C28 0.943 0.354 -4.088
C29 0.059 -0.040 -2.925
C30 0.324 -0.080 -5.401
H34 2.345 3.351 -5.212
H35 1.032 2.516 -6.060
H36 2.592 1.707 -5.823
H37 0.760 3.802 -3.393
H38 0.150 2.500 -2.370
H39 -0.561 2.776 -3.971
H40 0.482 0.301 -1.976
H41 -0.023 -1.124 -2.870
H42 -0.944 0.374 -3.018
H43 1.015 0.051 -6.233
H44 -0.588 0.490 -5.600
H45 0.056 -1.135 -5.336

Summary:
* gap between HOMO and LUMO (spin up / spin down): 3.831 / 7.234 eV
* E: -3631.8655 hartree
* total charge: -2
* maximum force: 0.641 eV Å⁻¹
* molar mass: 794.4 Da
* 2S+1: 2
* highest occupied orbital energy (spin up / spin down): 0.0603 / -3.3471 eV



Record 3
The following is a quantum chemistry calculation of a molecular structure, C30H45Br2IrN6O3P in a non-equilibrium geometry, from the Open Molecules 2025 dataset.

Geometry (Å):
Ir1 -0.576 0.280 1.386
C1 0.021 4.463 2.134
C2 -0.124 3.244 1.466
N1 -0.223 2.100 2.126
C3 -0.159 2.114 3.488
C4 -0.010 3.286 4.225
C5 0.075 4.492 3.506
C6 0.059 3.187 5.658
C7 0.001 1.989 6.281
C8 -0.133 0.770 5.531
C9 -0.173 -0.521 6.093
C10 -0.289 -1.615 5.271
C11 -0.377 -1.441 3.886
N2 -0.344 -0.235 3.345
C12 -0.224 0.854 4.145
H1 0.091 5.371 1.552
H2 -0.168 3.186 0.389
H3 0.186 5.430 4.035
H4 0.162 4.099 6.231
H5 0.056 1.928 7.360
H6 -0.112 -0.643 7.167
H7 -0.323 -2.617 5.675
H8 -0.486 -2.277 3.208
Br1 -1.492 -2.634 -1.566
C13 -1.298 -2.792 -3.474
Br2 -0.602 -1.185 -4.288
H9 -2.275 -2.982 -3.898
H10 -0.604 -3.594 -3.686
N3 -1.093 0.878 -0.484
C14 -1.425 1.272 -1.519
N4 -1.842 1.678 -2.670
C15 -1.011 2.485 -3.580
C16 -1.789 3.738 -3.953
O1 -3.050 3.395 -4.482
C17 -3.857 2.721 -3.537
C18 -3.218 1.402 -3.138
H11 -0.813 1.887 -4.472
H12 -0.067 2.723 -3.091
H13 -1.257 4.293 -4.723
H14 -1.908 4.382 -3.071
H15 -4.820 2.542 -4.009
H16 -4.009 3.350 -2.650
H17 -3.143 0.736 -4.000
H18 -3.772 0.903 -2.346
C19 1.975 -3.164 0.050
C20 3.132 -2.366 0.677
C21 3.189 -2.772 2.159
C22 4.450 -2.770 0.005
P1 2.771 -0.526 0.583
N5 1.195 -0.395 0.940
C23 3.795 0.439 1.832
C24 3.201 0.235 3.237
C25 5.280 0.059 1.855
C26 3.670 1.941 1.539
C27 2.977 0.123 -1.168
C28 2.333 -0.870 -2.147
C29 4.454 0.311 -1.537
C30 2.232 1.457 -1.340
H19 2.095 -4.206 0.351
H20 1.978 -3.143 -1.035
H21 1.001 -2.819 0.396
H22 3.234 -3.861 2.204
H23 2.296 -2.455 2.703
H24 4.071 -2.394 2.669
H25 4.611 -3.833 0.199
H26 5.314 -2.235 0.395
H27 4.422 -2.647 -1.076
H28 3.389 -0.752 3.649
H29 2.128 0.418 3.241
H30 3.666 0.962 3.906
H31 5.443 -0.958 2.204
H32 5.789 0.724 2.556
H33 5.765 0.174 0.887
H34 2.627 2.255 1.466
H35 4.199 2.245 0.640
H36 4.123 2.482 2.373
H37 2.898 -1.794 -2.231
H38 2.329 -0.404 -3.135
H39 1.298 -1.100 -1.884
H40 5.042 -0.597 -1.422
H41 4.933 1.111 -0.976
H42 4.493 0.590 -2.593
H43 1.202 1.380 -0.999
H44 2.221 1.684 -2.409
H45 2.713 2.289 -0.838
O2 -2.569 0.453 1.820
N6 -2.980 -0.747 1.641
O3 -2.063 -1.485 1.257

Summary:
* gap between HOMO and LUMO (spin up / spin down): 7.719 / 6.832 eV
* E: -7317.5627 hartree
* total charge: +2
* maximum force: 1.210 eV Å⁻¹
* molar mass: 920.7 Da
* 2S+1: 2
* highest occupied orbital energy (spin up / spin down): -13.9163 / -13.5851 eV